C50H47N2O5PS2Sc | ωB97M-V/def2-TZVPD

F_max   1.618 eV/Å
E_LUMO   -2.0 eV
Charge   +1
Energy above the lowest of the compared OMol25 structures with the same formula, charge and spin   26.0 kJ/mol

```
108
Properties=species:S:1:pos:R:3:lowdin_charge:R:1
Sc -0.705 -2.158 -0.026 0.939
O -1.597 -2.341 1.748 -0.163
C -2.411 -1.612 2.434 -0.331
C -2.278 -1.518 3.843 -0.020
C -3.112 -0.731 4.593 -0.070
C -4.148 -0.009 3.994 -0.093
C -4.340 -0.109 2.639 -0.054
C -3.492 -0.888 1.837 -0.135
C -3.765 -1.005 0.441 -0.088
N -2.993 -1.575 -0.411 -0.013
C -3.482 -1.755 -1.759 -0.183
C -2.304 -1.695 -2.742 -0.189
N -1.244 -2.516 -2.205 -0.037
C -0.756 -3.450 -2.943 -0.066
C 0.147 -4.456 -2.494 -0.151
C 0.776 -5.278 -3.447 -0.040
C 1.617 -6.295 -3.076 -0.092
C 1.834 -6.540 -1.716 -0.072
C 1.230 -5.768 -0.758 -0.004
C 0.371 -4.691 -1.095 -0.335
O -0.195 -4.008 -0.158 -0.126
H -1.492 -2.094 4.311 0.112
H -2.968 -0.671 5.661 0.109
H -4.806 0.595 4.598 0.100
H -5.152 0.423 2.161 0.108
H -4.734 -0.602 0.110 0.138
H -4.249 -1.011 -2.021 0.120
H -3.935 -2.754 -1.818 0.134
H -1.959 -0.655 -2.809 0.090
H -2.631 -2.028 -3.740 0.127
H -1.053 -3.508 -4.001 0.142
H 0.582 -5.094 -4.496 0.114
H 2.098 -6.913 -3.818 0.101
H 2.481 -7.352 -1.416 0.108
H 1.380 -5.967 0.295 0.116
O 1.452 -2.175 -1.137 -0.554
S 2.727 -1.866 -1.830 1.070
C 4.020 -1.789 -0.485 -0.270
C 3.551 -0.915 0.665 -0.248
C 3.849 -1.454 2.071 -0.201
C 2.956 -2.609 2.504 -0.264
S 1.136 -2.227 2.661 1.109
O 0.800 -1.656 1.321 -0.610
C 1.215 -0.730 3.695 -0.340
C 2.035 -0.618 4.808 -0.080
C 1.989 0.539 5.568 -0.061
C 1.109 1.558 5.238 -0.061
C 0.276 1.432 4.137 -0.056
C 0.332 0.288 3.361 -0.087
C 2.504 -0.089 -2.213 -0.318
C 3.547 0.896 -2.242 -0.072
C 3.253 2.175 -2.543 -0.013
C 1.933 2.575 -3.013 -0.113
C 0.800 1.566 -2.868 -0.301
C 1.219 0.241 -2.427 -0.048
H 4.953 -1.458 -0.935 0.090
H 4.130 -2.832 -0.187 0.091
H 2.467 -0.841 0.575 0.058
H 3.981 0.085 0.577 0.111
H 3.715 -0.634 2.782 0.099
H 4.893 -1.773 2.129 0.126
H 3.272 -2.998 3.471 0.091
H 2.967 -3.430 1.786 0.092
H 2.706 -1.416 5.082 0.111
H 2.638 0.641 6.424 0.111
H 1.064 2.450 5.844 0.110
H -0.425 2.221 3.897 0.107
H -0.307 0.175 2.496 0.098
H 4.541 0.624 -1.932 0.103
H 3.996 2.950 -2.445 0.118
H 1.693 3.625 -2.916 0.152
H -1.293 1.280 -2.985 0.129
H 0.451 -0.514 -2.338 0.092
O -0.652 0.076 -0.313 -0.347
P -0.802 1.538 -0.613 0.900
C 0.411 2.564 0.277 -0.248
C 0.278 3.944 0.418 -0.071
C 1.251 4.665 1.087 -0.059
C 2.357 4.024 1.621 -0.059
C 2.481 2.650 1.501 -0.058
C 1.510 1.927 0.834 -0.074
C -0.610 1.945 -2.429 -0.238
C -1.027 3.365 -2.649 -0.105
C -0.940 4.044 -3.794 -0.079
C -0.351 3.615 -5.042 -0.083
C 0.587 2.681 -5.241 -0.030
C 1.327 1.907 -4.247 -0.128
C -2.436 2.145 -0.097 -0.271
C -2.581 2.570 1.217 -0.072
C -3.804 3.030 1.667 -0.066
C -4.890 3.056 0.807 -0.066
C -4.753 2.613 -0.498 -0.063
C -3.529 2.156 -0.954 -0.082
H -0.583 4.462 0.024 0.105
H 1.148 5.735 1.189 0.111
H 3.110 4.593 2.144 0.111
H 3.332 2.150 1.935 0.107
H 1.571 0.855 0.755 0.079
H -1.515 3.840 -1.808 0.085
H -1.387 5.030 -3.825 0.112
H -0.703 4.153 -5.911 0.104
H 0.896 2.479 -6.260 0.114
H 1.941 1.124 -4.680 0.155
H -1.723 2.547 1.875 0.098
H -3.908 3.369 2.686 0.115
H -5.843 3.421 1.156 0.113
H -5.602 2.631 -1.164 0.112
H -3.421 1.825 -1.977 0.111
```



C50H48CoN10S5 | ωB97M-V/def2-TZVPD

F_max   1.083 eV/Å
E_LUMO (alpha / beta)   -7.9 / -8.6 eV
Charge   +3
Energy above the lowest of the compared OMol25 structures with the same formula, charge and spin   242.6 kJ/mol

```
114
Properties=species:S:1:pos:R:3:lowdin_charge:R:1
Co -1.155 -0.008 -1.630 0.369
C -4.097 2.491 -3.667 -0.007
C -2.938 1.654 -3.251 -0.262
N -2.963 0.621 -2.507 -0.007
N -4.168 0.141 -2.100 0.016
C -4.175 -0.772 -1.138 -0.764
N -5.356 -1.269 -0.778 0.150
S -2.746 -1.229 -0.356 0.872
C -1.588 1.946 -3.778 -0.194
C -1.395 2.893 -4.750 0.031
C -0.152 2.987 -5.370 0.007
C 0.829 2.097 -5.004 0.002
C 0.564 1.195 -3.979 -0.075
N -0.601 1.136 -3.339 0.081
H -5.028 2.250 -3.170 0.075
H -4.246 2.433 -4.748 0.116
H -3.874 3.526 -3.405 0.106
H -5.015 0.511 -2.494 0.152
H -6.193 -1.108 -1.316 0.134
H -5.373 -2.033 -0.123 0.118
H -2.204 3.547 -5.047 0.128
H 0.020 3.722 -6.146 0.134
H 1.797 2.086 -5.491 0.129
H 1.313 0.487 -3.682 0.087
N 0.146 -1.323 -1.756 -0.289
S 1.599 -1.630 -1.704 0.835
N 2.149 -2.327 -0.339 -0.355
S 2.641 -1.457 0.841 0.905
N 1.921 -0.115 1.121 -0.353
S 0.320 0.125 1.155 0.837
N -0.391 0.620 -0.067 -0.285
C -0.294 -1.307 2.013 -0.324
C -0.505 -1.246 3.391 -0.036
C -0.922 -2.392 4.052 -0.034
C -1.114 -3.575 3.346 -0.038
C -0.875 -3.624 1.979 -0.061
C -0.450 -2.493 1.302 -0.176
C 0.223 1.453 2.287 -0.336
C -1.013 2.092 2.362 -0.074
C -1.147 3.145 3.250 -0.038
C -0.066 3.537 4.035 -0.032
C 1.162 2.894 3.929 -0.040
C 1.321 1.838 3.045 -0.056
C 4.323 -0.981 0.674 -0.323
C 5.210 -2.011 0.362 -0.052
C 6.553 -1.706 0.244 -0.034
C 6.986 -0.397 0.439 -0.029
C 6.084 0.612 0.753 -0.038
C 4.731 0.328 0.876 -0.057
C 2.676 -2.567 2.196 -0.323
C 2.304 -3.894 2.045 -0.062
C 2.390 -4.720 3.156 -0.038
C 2.838 -4.216 4.369 -0.027
C 3.214 -2.879 4.493 -0.034
C 3.139 -2.038 3.399 -0.046
C 1.957 -2.930 -2.814 -0.336
C 2.974 -3.837 -2.540 -0.076
C 3.251 -4.813 -3.480 -0.036
C 2.519 -4.870 -4.661 -0.029
C 1.499 -3.958 -4.911 -0.037
C 1.204 -2.972 -3.982 -0.050
C 2.822 -0.372 -2.049 -0.333
C 2.587 0.936 -1.627 -0.117
C 3.551 1.899 -1.878 -0.049
C 4.729 1.561 -2.539 -0.038
C 4.951 0.253 -2.955 -0.032
C 3.997 -0.725 -2.712 -0.039
H -0.352 -0.327 3.943 0.118
H -1.103 -2.357 5.120 0.123
H -1.439 -4.468 3.868 0.123
H -1.015 -4.551 1.433 0.128
H -0.230 -2.538 0.243 0.063
H -1.815 1.799 1.692 0.041
H -2.088 3.679 3.317 0.116
H -0.177 4.360 4.731 0.123
H 2.001 3.221 4.531 0.121
H 2.269 1.328 2.947 0.094
H 4.857 -3.030 0.231 0.118
H 7.264 -2.488 0.012 0.124
H 8.041 -0.163 0.352 0.125
H 6.434 1.625 0.907 0.124
H 4.012 1.100 1.116 0.108
H 1.969 -4.266 1.085 0.116
H 2.114 -5.764 3.069 0.124
H 2.906 -4.871 5.229 0.124
H 3.579 -2.500 5.438 0.124
H 3.447 -0.999 3.475 0.122
H 3.526 -3.787 -1.609 0.098
H 4.035 -5.536 -3.289 0.123
H 2.742 -5.638 -5.392 0.124
H 0.926 -4.020 -5.828 0.121
H 0.401 -2.264 -4.143 0.106
H 1.661 1.202 -1.140 0.081
H 3.377 2.922 -1.563 0.125
H 5.475 2.322 -2.736 0.124
H 5.864 -0.006 -3.479 0.126
H 4.170 -1.743 -3.043 0.113
C -6.304 1.540 3.774 0.003
C -6.082 2.570 2.712 -0.262
C -6.769 3.732 2.598 0.037
C -6.473 4.574 1.504 -0.280
N -5.516 4.300 0.630 0.108
C -4.787 3.172 0.757 -0.795
S -3.477 2.787 -0.245 0.649
N -5.125 2.314 1.781 0.097
C -7.249 5.833 1.280 -0.006
H -7.026 1.891 4.507 0.095
H -5.368 1.306 4.289 0.094
H -6.686 0.615 3.332 0.097
H -7.530 3.993 3.318 0.131
H -4.608 1.450 1.823 0.129
H -7.980 6.016 2.064 0.086
H -7.762 5.770 0.317 0.099
H -6.562 6.679 1.213 0.099
```